# C37H60BN6V

A molecular structure, C37H60BN6V (ωB97M-V/def2-TZVPD, OMol25).

The geometry in XYZ format:
```
105
C37H60BN6V | OMol25 | ωB97M-V/def2-TZVPD
V 0.95 -0.08 -0.32
C 0.96 0.45 -2.98
C -0.47 0.66 -3.45
C -0.86 -0.24 -4.62
C -1.41 0.54 -2.30
C -2.79 0.75 -2.24
C -3.11 0.74 -0.89
C -4.47 0.89 -0.28
C -5.28 -0.40 -0.49
C -5.21 2.09 -0.86
N -1.98 0.48 -0.20
N -0.95 0.33 -1.08
B -1.56 0.86 1.25
N -0.88 -0.35 1.96
N 0.39 -0.69 1.62
C 0.84 -1.56 2.53
C -0.16 -1.82 3.46
C -1.25 -1.05 3.06
C -2.62 -1.15 3.68
C -3.66 -1.58 2.64
C -3.10 0.07 4.47
C 2.26 -2.04 2.51
C 3.07 -1.30 3.60
C 2.37 -3.55 2.68
N -0.50 2.03 1.15
N 0.70 1.78 0.55
C 1.44 2.88 0.62
C 0.71 3.88 1.25
C -0.51 3.32 1.57
C -1.62 4.03 2.30
C -1.74 3.55 3.74
C -2.95 4.04 1.55
C 2.86 2.90 0.11
C 3.44 1.50 -0.05
C 2.96 3.70 -1.19
H 1.68 0.65 -3.77
H 1.13 -0.57 -2.63
H 1.19 1.21 -2.21
H -0.53 1.70 -3.79
H -0.86 -1.29 -4.31
H -0.17 -0.13 -5.45
H -1.86 0.00 -4.98
H -3.46 0.93 -3.06
H -4.34 1.05 0.80
H -5.47 -0.55 -1.55
H -6.24 -0.33 0.02
H -4.75 -1.27 -0.11
H -5.40 1.95 -1.93
H -4.65 3.01 -0.74
H -6.18 2.21 -0.37
H -2.50 1.21 1.88
H -0.13 -2.49 4.30
H -2.52 -1.97 4.39
H -3.81 -0.80 1.90
H -4.62 -1.78 3.13
H -3.35 -2.49 2.12
H -3.41 0.87 3.81
H -2.33 0.44 5.14
H -3.96 -0.21 5.07
H 2.69 -1.76 1.54
H 2.68 -1.54 4.59
H 3.00 -0.22 3.47
H 4.11 -1.60 3.56
H 1.97 -3.86 3.65
H 3.41 -3.87 2.64
H 1.81 -4.08 1.91
H 1.02 4.89 1.47
H -1.28 5.07 2.34
H -1.98 2.49 3.78
H -2.53 4.10 4.26
H -0.80 3.70 4.28
H -3.43 3.06 1.57
H -2.82 4.34 0.51
H -3.64 4.74 2.03
H 3.45 3.41 0.88
H 3.05 0.99 -0.95
H 3.26 0.88 0.84
H 4.52 1.54 -0.20
H 2.37 3.23 -1.98
H 4.00 3.76 -1.52
H 2.59 4.72 -1.06
C 5.44 -2.99 -2.68
C 4.49 -1.80 -2.83
C 4.62 -1.16 -4.21
C 3.07 -2.23 -2.50
C 2.61 -2.17 -1.19
C 1.32 -2.60 -0.85
C 0.45 -3.07 -1.83
C -0.96 -3.46 -1.47
C 0.93 -3.18 -3.13
C 2.22 -2.78 -3.46
H 6.47 -2.68 -2.86
H 5.19 -3.77 -3.40
H 5.39 -3.43 -1.68
H 4.77 -1.05 -2.08
H 4.46 -1.89 -5.00
H 5.63 -0.76 -4.34
H 3.91 -0.35 -4.34
H 3.31 -1.84 -0.42
H 1.01 -2.64 0.19
H -1.56 -2.56 -1.27
H -0.98 -4.08 -0.57
H -1.44 -4.01 -2.28
H 0.29 -3.59 -3.90
H 2.55 -2.88 -4.48
```

The calculation puts the relative energy (zero: lowest compared OMol25 entry of this formula, charge and spin) at 1.6 kcal per mole. The value obtained for the highest occupied orbital energy (spin up / spin down) is -10.72 / -11.36 eV. The value obtained for the HOMO-LUMO gap (spin up / spin down) is 8.70 / 9.22 eV. Its charge is +1. The spin multiplicity is 4. The total energy comes out at -74647.8667 eV.

Atomic partial charges in e from the Mulliken method, atoms 1 to 8:
1 V 0.91
2 C -0.21
3 C 0.83
4 C -1.59
5 C -1.12
6 C -0.98
7 C -0.11
8 C 1.17

***

# C37H61BN6O3PS5Sc

A molecular structure, C37H61BN6O3PS5Sc in a non-equilibrium geometry (ωB97M-V/def2-TZVPD, OMol25).

The geometry in XYZ format:
```
115
C37H61BN6O3PS5Sc | OMol25 | ωB97M-V/def2-TZVPD
Sc -0.81 0.20 0.23
C -0.26 -3.84 3.23
C 0.98 -3.23 3.87
C 0.69 -2.71 5.28
C 2.03 -4.34 3.94
N 1.57 -2.10 3.08
C 2.91 -2.04 2.75
C 3.14 -0.83 2.21
N 1.96 -0.13 2.20
B 2.06 1.39 1.77
N 2.84 1.47 0.45
C 3.89 2.33 0.27
C 4.36 2.17 -0.98
N 3.59 1.18 -1.58
C 2.64 0.77 -0.70
S 1.43 -0.40 -0.95
C 3.70 0.79 -3.02
C 3.86 -0.73 -3.15
C 4.94 1.45 -3.61
C 2.46 1.29 -3.76
N 0.72 2.19 1.76
C 0.20 2.53 3.01
C -0.68 3.53 2.85
N -0.72 3.84 1.50
C 0.16 3.04 0.83
S 0.53 3.12 -0.82
C -1.51 4.99 0.94
C -0.54 6.10 0.55
C -2.43 5.51 2.04
C -2.38 4.55 -0.24
C 0.99 -0.92 2.71
S -0.66 -0.47 2.91
H -0.57 -4.69 3.83
H -0.03 -4.19 2.23
H -1.08 -3.14 3.16
H 0.34 -3.53 5.91
H -0.08 -1.94 5.24
H 1.59 -2.29 5.73
H 1.57 -5.20 4.44
H 2.91 -4.05 4.52
H 2.33 -4.65 2.94
H 3.58 -2.86 2.89
H 4.05 -0.42 1.81
H 2.76 1.93 2.60
H 4.21 3.00 1.05
H 5.17 2.67 -1.48
H 4.58 -1.11 -2.42
H 4.23 -0.96 -4.15
H 2.93 -1.26 -2.99
H 5.84 1.16 -3.07
H 4.86 2.54 -3.61
H 5.03 1.12 -4.64
H 1.55 0.90 -3.30
H 2.50 0.97 -4.80
H 2.41 2.38 -3.73
H 0.50 2.02 3.90
H -1.30 4.00 3.58
H 0.01 6.46 1.43
H -1.10 6.94 0.13
H 0.17 5.75 -0.19
H -1.87 5.90 2.90
H -3.13 4.75 2.38
H -3.00 6.34 1.63
H -1.82 4.56 -1.17
H -3.22 5.25 -0.33
H -2.76 3.54 -0.09
C -0.77 -7.07 0.59
C -1.18 -6.35 -0.69
O -1.64 -5.03 -0.37
P -0.77 -3.76 -0.84
S -1.80 -2.22 -0.08
S 1.14 -4.00 -0.48
O -1.04 -3.85 -2.43
C -0.38 -2.91 -3.28
C -1.37 -2.43 -4.32
H -0.61 -8.13 0.39
H -1.56 -6.97 1.34
H 0.14 -6.63 0.98
H -2.01 -6.86 -1.18
H -0.34 -6.31 -1.38
H 0.48 -3.40 -3.73
H 0.00 -2.07 -2.69
H -1.73 -3.26 -4.93
H -0.89 -1.70 -4.98
H -2.22 -1.96 -3.84
C -4.28 2.02 2.49
C -4.29 0.54 2.08
C -5.17 -0.28 3.02
C -4.66 0.39 0.62
C -5.90 -0.06 0.21
C -6.20 -0.21 -1.14
C -5.21 0.07 -2.08
C -3.95 0.52 -1.71
C -2.97 0.81 -2.84
C -1.50 0.56 -2.53
C -3.15 2.24 -3.35
C -3.67 0.71 -0.35
O -2.50 1.19 0.09
H -4.01 2.12 3.55
H -5.27 2.46 2.34
H -3.56 2.56 1.89
H -3.27 0.17 2.18
H -6.18 0.12 3.08
H -4.75 -0.25 4.03
H -5.22 -1.32 2.71
H -6.65 -0.31 0.95
H -7.17 -0.57 -1.46
H -5.42 -0.08 -3.13
H -3.25 0.13 -3.65
H -1.12 1.37 -1.89
H -0.89 0.56 -3.43
H -1.36 -0.41 -2.04
H -2.90 2.96 -2.56
H -4.18 2.42 -3.67
H -2.49 2.44 -4.20
```

The calculation puts the relative energy (zero: lowest compared OMol25 entry of this formula, charge and spin) at 12.0 kcal per mole. The value obtained for the highest occupied orbital energy (spin up / spin down) is -2.01 / -4.75 eV. The value obtained for the HOMO-LUMO gap (spin up / spin down) is 4.37 / 7.10 eV. Its charge is -1. The spin multiplicity is 2. The total energy comes out at -139296.7640 eV.

Atomic partial charges in e from the Mulliken method, atoms 1 to 8:
1 Sc -0.25
2 C -1.28
3 C 1.50
4 C -1.80
5 C -2.29
6 N 0.62
7 C -0.50
8 C -1.38

***

# C37H61BiClF6N3O18P2S3Si

A molecular structure, C37H61BiClF6N3O18P2S3Si (ωB97M-V/def2-TZVPD, OMol25).

The geometry in XYZ format:
```
133
C37H61BiClF6N3O18P2S3Si | OMol25 | ωB97M-V/def2-TZVPD
Bi -0.78 0.76 0.90
C 0.04 1.08 6.07
C -0.16 1.10 4.55
O -0.24 -0.24 4.09
P -1.55 2.20 4.11
O -1.18 3.51 4.90
O -2.86 1.73 4.88
O -1.71 2.35 2.64
P 1.28 1.91 3.72
O 2.52 1.00 4.18
O 1.40 3.27 4.34
O 1.08 1.79 2.23
H -0.91 0.94 6.59
H 0.50 2.00 6.43
H 0.69 0.24 6.30
H -1.07 -0.46 3.59
H -0.20 3.67 4.76
H -3.36 1.06 4.39
H 2.43 0.11 3.83
Cl -8.09 0.11 3.42
C -6.37 -0.10 3.12
C -5.58 -0.72 4.06
C -4.22 -0.87 3.82
C -3.61 -0.39 2.64
O -2.34 -0.50 2.46
C -4.45 0.24 1.69
C -3.95 0.71 0.35
O -2.83 1.36 0.23
C -5.81 0.37 1.94
H -6.02 -1.10 4.98
H -3.58 -1.38 4.54
H -4.78 1.21 -0.17
H -6.44 0.85 1.20
C 0.23 -2.54 -2.88
C 1.54 -1.77 -2.65
C 2.64 -2.72 -2.20
C 1.94 -1.06 -3.95
N 1.42 -0.70 -1.65
N 0.92 -1.09 -0.38
H 0.29 -3.10 -3.82
H -0.60 -1.84 -2.95
H 0.02 -3.25 -2.08
H 2.75 -3.54 -2.92
H 2.40 -3.17 -1.23
H 3.59 -2.20 -2.12
H 2.11 -1.80 -4.74
H 2.85 -0.48 -3.80
H 1.15 -0.38 -4.28
H 0.82 0.05 -2.00
H 1.69 -1.45 0.18
H 0.22 -1.83 -0.45
C -3.61 -6.37 -3.49
C -3.47 -5.03 -2.82
C -3.32 -4.94 -1.44
C -3.17 -3.72 -0.81
C -2.97 -3.63 0.68
C -3.17 -2.56 -1.60
C -3.31 -2.62 -2.98
C -3.29 -1.37 -3.82
C -3.47 -3.87 -3.57
C -2.92 -1.26 -0.90
O -3.99 -0.66 -0.50
O -1.76 -0.90 -0.74
H -3.60 -7.18 -2.76
H -2.80 -6.55 -4.20
H -4.55 -6.44 -4.05
H -3.29 -5.85 -0.85
H -2.70 -4.60 1.09
H -3.89 -3.28 1.18
H -2.18 -2.92 0.95
H -2.82 -0.53 -3.30
H -4.31 -1.07 -4.09
H -2.74 -1.54 -4.75
H -3.56 -3.92 -4.65
F 2.14 -2.35 4.20
C 1.43 -3.47 4.04
F 2.22 -4.49 4.39
F 0.40 -3.45 4.87
S 0.92 -3.58 2.28
O -0.07 -2.56 2.07
O 2.16 -3.48 1.54
N 0.30 -5.05 2.36
S -0.23 -5.74 1.05
O -1.28 -6.67 1.35
O -0.38 -4.84 -0.06
C 1.16 -6.84 0.55
F 0.75 -7.68 -0.41
F 2.19 -6.15 0.07
F 1.59 -7.58 1.57
C 2.94 4.86 -4.04
C 1.79 3.87 -3.86
C 1.67 2.95 -5.06
C 0.48 4.62 -3.63
O 2.13 3.05 -2.76
Si 1.63 3.01 -1.19
S -0.36 2.35 -1.08
O 2.58 1.96 -0.41
C 3.94 1.52 -0.44
C 4.87 2.72 -0.26
C 4.08 0.55 0.71
C 4.22 0.82 -1.76
O 1.79 4.57 -0.71
C 1.62 5.32 0.51
C 2.76 5.00 1.46
C 1.70 6.78 0.07
C 0.27 5.03 1.15
H 2.74 5.55 -4.87
H 3.87 4.33 -4.25
H 3.07 5.44 -3.12
H 1.49 3.52 -5.98
H 0.85 2.25 -4.92
H 2.59 2.38 -5.18
H 0.21 5.16 -4.55
H 0.58 5.34 -2.82
H -0.32 3.93 -3.38
H 4.74 3.15 0.73
H 4.66 3.49 -1.00
H 5.91 2.40 -0.37
H 3.74 1.01 1.64
H 5.12 0.23 0.83
H 3.46 -0.34 0.53
H 4.19 1.52 -2.60
H 3.45 0.06 -1.92
H 5.20 0.34 -1.73
H 3.71 5.22 0.99
H 2.73 3.94 1.75
H 2.67 5.58 2.38
H 2.65 6.97 -0.42
H 1.61 7.44 0.94
H 0.89 7.01 -0.62
H 0.20 3.99 1.47
H -0.54 5.23 0.45
H 0.14 5.65 2.03
```

The calculation puts the relative energy (zero: lowest compared OMol25 entry of this formula, charge and spin) at 0.2 kcal per mole. The value obtained for the highest occupied orbital energy is -3.57 eV. The value obtained for the HOMO-LUMO gap is 7.46 eV. Its charge is -2. The total energy comes out at -174330.3039 eV.

Atomic partial charges in e from the Mulliken method, atoms 1 to 8:
1 Bi 4.25
2 C -2.06
3 C 1.49
4 O -0.25
5 P 0.59
6 O -0.64
7 O -0.86
8 O -0.67

***

# C37H61N5O16P4

A molecular structure, C37H61N5O16P4 in a non-equilibrium geometry (ωB97M-V/def2-TZVPD, OMol25).

The geometry in XYZ format:
```
123
C37H61N5O16P4 | OMol25 | ωB97M-V/def2-TZVPD
N 5.53 -3.08 0.26
C 5.25 -2.97 -1.04
C 4.98 -1.77 -1.64
C 5.04 -0.59 -0.92
C 5.43 -0.71 0.39
C 5.66 -1.95 0.93
H 5.25 -3.92 -1.59
H 4.72 -1.82 -2.68
H 4.60 0.32 -1.29
H 5.54 0.15 0.99
H 5.87 -2.10 2.03
N -0.15 -5.99 2.96
C 1.19 -6.34 2.81
C 1.76 -6.33 1.56
C 1.03 -6.14 0.40
C -0.33 -5.86 0.54
C -0.83 -5.75 1.83
H 1.67 -6.72 3.74
H 2.86 -6.48 1.54
H 1.60 -6.09 -0.50
H -1.02 -5.67 -0.27
H -1.82 -5.31 2.00
N 4.05 0.19 -4.95
C 3.06 -0.70 -4.86
C 3.21 -2.04 -5.23
C 4.38 -2.47 -5.75
C 5.43 -1.53 -5.79
C 5.22 -0.24 -5.40
H 2.18 -0.21 -4.55
H 2.36 -2.70 -5.24
H 4.57 -3.50 -6.06
H 6.42 -1.83 -6.12
H 5.89 0.57 -5.49
N -3.04 -0.87 -6.43
C -1.77 -1.11 -6.14
C -1.26 -1.67 -4.96
C -2.20 -2.10 -4.00
C -3.49 -1.86 -4.29
C -3.90 -1.33 -5.50
H -1.09 -0.82 -6.97
H -0.20 -1.77 -4.69
H -1.90 -2.42 -3.00
H -4.19 -1.97 -3.45
H -4.97 -1.22 -5.67
N 1.03 -1.46 -1.13
C -0.15 -0.80 -1.28
C -1.15 -0.73 -0.24
C -0.83 -1.43 0.89
C 0.26 -2.23 0.99
C 1.22 -2.14 0.01
H -0.25 -0.34 -2.26
H -1.98 -0.06 -0.43
H -1.58 -1.40 1.69
H 0.44 -2.84 1.86
H 2.19 -2.55 0.21
C 4.56 -3.49 7.11
O 3.38 -3.41 6.27
P 3.72 -3.28 4.73
O 4.84 -2.38 4.46
O 3.93 -4.78 4.28
C 4.73 -4.91 3.06
O 2.38 -2.92 4.01
C 1.68 -1.68 4.14
H 5.01 -4.48 7.01
H 4.21 -3.36 8.14
H 5.24 -2.67 6.81
H 5.73 -4.40 3.22
H 4.22 -4.59 2.16
H 4.94 -6.02 2.89
H 0.60 -1.79 4.03
H 2.05 -0.91 3.45
H 1.80 -1.37 5.17
C -2.40 1.20 -3.12
O -2.86 1.83 -1.99
P -4.44 1.58 -1.90
O -4.91 0.22 -2.29
O -4.57 2.11 -0.43
C -5.77 1.81 0.21
O -5.21 2.59 -2.80
C -4.67 3.88 -3.11
H -3.01 1.49 -4.00
H -2.32 0.13 -3.03
H -1.37 1.56 -3.31
H -5.71 0.91 0.79
H -6.73 1.74 -0.41
H -6.07 2.66 0.85
H -3.61 3.88 -3.37
H -4.99 4.60 -2.34
H -5.16 4.12 -4.06
C -0.58 8.50 -1.01
O -1.31 7.28 -1.51
P -1.51 6.00 -0.62
O -0.53 5.83 0.45
O -1.56 4.82 -1.67
C -0.33 4.25 -2.03
O -2.91 6.21 -0.06
C -3.37 5.39 1.10
H -1.20 9.35 -1.36
H 0.42 8.45 -1.43
H -0.54 8.47 0.08
H -0.15 3.38 -1.38
H 0.50 4.99 -1.99
H -0.34 3.92 -3.09
H -3.45 4.36 0.77
H -4.34 5.80 1.44
H -2.61 5.46 1.88
C -5.21 3.34 3.38
O -4.05 2.72 2.88
P -2.78 3.01 3.73
O -2.52 4.45 3.94
O -1.69 2.16 3.08
C -0.75 2.72 2.11
O -3.15 2.24 5.06
C -2.33 2.62 6.16
H -5.32 3.04 4.41
H -6.08 2.87 2.88
H -5.20 4.43 3.32
H -0.49 3.77 2.37
H -1.32 2.74 1.13
H 0.12 2.08 2.10
H -2.51 1.83 6.85
H -2.68 3.54 6.62
H -1.26 2.79 6.04
```

The calculation puts the relative energy (zero: lowest compared OMol25 entry of this formula, charge and spin) at 17.7 kcal per mole. The value obtained for the highest occupied orbital energy is -9.48 eV. The value obtained for the HOMO-LUMO gap is 9.92 eV. Its charge is 0. The total energy comes out at -116730.4629 eV.

Atomic partial charges in e from the Mulliken method, atoms 1 to 8:
1 N -0.40
2 C -0.61
3 C 0.48
4 C -0.26
5 C -0.68
6 C -0.14
7 H 0.34
8 H 0.05